(1)
{"formula": "C58H63N7O7S2Ti", "method": "ωB97M-V/def2-TZVPD", "symbols": ["Ti", "C", "O", "C", "N", "C", "C", "C", "C", "C", "C", "C", "C", "C", "C", "C", "C", "N", "C", "N", "C", "C", "O", "C", "C", "C", "C", "C", "C", "H", "H", "H", "H", "H", "H", "H", "H", "H", "H", "H", "H", "H", "H", "H", "H", "H", "H", "H", "C", "C", "C", "C", "C", "C", "C", "S", "O", "O", "N", "C", "C", "O", "O", "H", "H", "H", "H", "H", "H", "H", "H", "H", "N", "N", "H", "H", "H", "H", "O", "S", "C", "C", "C", "C", "C", "C", "C", "C", "C", "C", "C", "C", "C", "C", "H", "H", "H", "H", "H", "H", "H", "H", "H", "H", "H", "H", "H", "H", "C", "C", "C", "C", "C", "C", "C", "C", "C", "C", "C", "C", "N", "H", "H", "H", "H", "H", "H", "H", "H", "H", "H", "H", "H", "H", "H", "H", "H", "H"], "positions_angstrom": [[-0.122, 0.891, 0.743], [-3.032, -3.900, 2.386], [-3.337, -2.574, 2.798], [-2.690, -1.720, 1.906], [-1.958, -2.307, 1.011], [-1.976, -3.736, 1.263], [-2.294, -4.552, 0.029], [-1.974, -5.906, -0.026], [-2.227, -6.649, -1.172], [-2.794, -6.044, -2.286], [-3.123, -4.696, -2.237], [-2.879, -3.960, -1.085], [-2.961, -0.334, 2.052], [-3.979, 0.073, 2.965], [-4.395, 1.382, 2.984], [-3.823, 2.302, 2.104], [-2.782, 1.870, 1.248], [-2.313, 0.567, 1.214], [-2.177, 2.699, 0.310], [-1.163, 2.310, -0.484], [-0.649, 3.509, -1.137], [-1.727, 4.574, -0.831], [-2.589, 3.991, 0.134], [-0.396, 3.507, -2.623], [-1.390, 3.145, -3.527], [-1.203, 3.327, -4.889], [-0.008, 3.843, -5.373], [1.010, 4.161, -4.482], [0.809, 3.999, -3.117], [-3.942, -4.383, 2.013], [-2.662, -4.468, 3.243], [-0.980, -4.038, 1.612], [-1.502, -6.374, 0.834], [-1.968, -7.703, -1.201], [-2.975, -6.620, -3.187], [-3.563, -4.215, -3.104], [-3.120, -2.905, -1.023], [-4.435, -0.674, 3.598], [-5.184, 1.689, 3.664], [-4.138, 3.337, 2.059], [0.290, 3.762, -0.638], [-2.310, 4.819, -1.722], [-1.292, 5.490, -0.427], [-2.311, 2.704, -3.154], [-1.993, 3.046, -5.578], [0.138, 3.988, -6.437], [1.956, 4.539, -4.852], [1.597, 4.262, -2.418], [-2.631, -1.959, 8.305], [-1.917, -1.219, 7.203], [-0.621, -1.562, 6.832], [0.030, -0.878, 5.814], [-0.625, 0.144, 5.141], [-1.919, 0.494, 5.494], [-2.551, -0.182, 6.524], [0.182, 0.970, 3.776], [-0.629, 2.129, 3.496], [1.542, 1.166, 4.221], [0.017, -0.013, 2.551], [0.818, -1.223, 2.522], [0.842, -1.730, 1.085], [1.207, -2.872, 0.852], [0.511, -0.845, 0.193], [-2.014, -2.770, 8.693], [-3.567, -2.388, 7.939], [-2.882, -1.290, 9.131], [-0.112, -2.371, 7.346], [1.049, -1.119, 5.536], [-2.410, 1.286, 4.944], [-3.562, 0.096, 6.808], [0.405, -2.011, 3.159], [1.847, -1.029, 2.851], [-4.085, 0.547, -1.490], [-2.844, 0.137, -2.092], [-4.118, 1.555, -1.569], [-4.043, 0.361, -0.492], [-2.810, -0.869, -1.985], [-2.036, 0.493, -1.572], [0.338, 0.286, -2.206], [0.048, 0.213, -3.662], [1.676, 0.263, -4.537], [2.647, -0.874, -4.492], [3.022, -1.472, -3.290], [3.989, -2.464, -3.275], [4.603, -2.870, -4.454], [4.218, -2.298, -5.656], [3.244, -1.310, -5.671], [-0.657, -1.437, -4.127], [-0.004, -2.738, -3.783], [0.464, -3.584, -4.785], [1.013, -4.818, -4.469], [1.094, -5.218, -3.142], [0.623, -4.384, -2.138], [0.080, -3.146, -2.454], [2.094, 1.158, -4.068], [1.408, 0.506, -5.569], [2.531, -1.168, -2.372], [4.259, -2.929, -2.335], [5.372, -3.634, -4.434], [4.672, -2.629, -6.584], [2.949, -0.858, -6.615], [-0.800, -1.320, -5.206], [-1.626, -1.369, -3.633], [0.396, -3.272, -5.824], [1.373, -5.468, -5.259], [1.526, -6.182, -2.892], [0.673, -4.674, -1.097], [-0.260, -2.495, -1.654], [1.830, 5.773, 0.787], [1.360, 5.027, 2.051], [-0.144, 4.782, 1.982], [2.299, 3.834, 2.248], [3.339, 4.089, 3.133], [4.482, 3.311, 3.196], [4.647, 2.375, 2.190], [3.637, 2.073, 1.286], [4.060, 1.190, 0.120], [3.463, 1.648, -1.215], [3.794, -0.294, 0.376], [2.318, 2.618, 1.464], [1.199, 2.036, 0.929], [1.375, 6.768, 0.729], [1.560, 5.214, -0.112], [2.917, 5.886, 0.792], [1.541, 5.706, 2.889], [-0.658, 5.645, 1.547], [-0.555, 4.596, 2.970], [-0.351, 3.894, 1.400], [3.263, 4.958, 3.780], [5.251, 3.485, 3.940], [5.603, 1.869, 2.080], [5.145, 1.320, 0.045], [2.388, 1.477, -1.227], [3.921, 1.098, -2.043], [3.649, 2.716, -1.363], [2.734, -0.496, 0.251], [4.080, -0.566, 1.395], [4.353, -0.926, -0.319]], "spin_multiplicity": 3, "homo_lumo_gap_ev": [3.37, 5.70], "total_charge": -2, "total_energy_ha": -4803.86345, "e_lumo_ev": [3.8, 3.8]}

(2)
{"formula": "C58H64F6N2O4SSi", "method": "ωB97M-V/def2-TZVPD", "symbols": ["C", "C", "C", "C", "C", "C", "O", "Si", "C", "C", "C", "C", "O", "C", "C", "C", "C", "C", "C", "C", "C", "C", "S", "C", "N", "N", "C", "O", "C", "O", "H", "H", "H", "H", "H", "H", "H", "H", "H", "H", "H", "H", "H", "H", "H", "H", "H", "H", "H", "H", "H", "H", "H", "H", "H", "H", "H", "H", "H", "H", "H", "H", "H", "H", "F", "C", "C", "C", "C", "C", "C", "H", "H", "H", "H", "H", "F", "C", "C", "C", "C", "C", "C", "H", "H", "H", "H", "H", "F", "C", "C", "C", "C", "C", "C", "H", "H", "H", "H", "H", "F", "C", "C", "C", "C", "C", "C", "H", "H", "H", "H", "H", "F", "C", "C", "C", "C", "C", "C", "H", "H", "H", "H", "H", "F", "C", "C", "C", "C", "C", "C", "H", "H", "H", "H", "H"], "positions_angstrom": [[-1.045, 1.648, 4.300], [-2.064, 0.911, 3.369], [-1.456, -0.250, 2.573], [-1.343, -0.183, 1.221], [-1.764, 1.024, 0.370], [-0.612, 2.080, 0.275], [0.523, 1.573, -0.461], [1.537, 2.863, -0.941], [0.748, 3.921, -2.332], [1.949, 3.974, 0.569], [3.208, 2.278, -1.639], [-0.754, -1.395, 0.489], [-0.882, -1.451, -0.713], [-0.063, -2.547, 1.212], [-0.165, -2.624, 2.555], [0.447, -3.790, 3.358], [1.956, -3.640, 3.737], [2.366, -2.238, 4.303], [3.845, -1.968, 3.830], [4.360, -0.546, 4.195], [3.440, 0.602, 3.668], [2.866, 0.329, 2.235], [4.207, 0.039, 1.014], [3.804, -1.376, 0.007], [3.837, -1.462, -1.327], [3.478, -2.699, -1.678], [3.205, -3.413, -0.602], [3.415, -2.591, 0.459], [-0.970, -1.514, 3.267], [-1.229, -1.717, 4.430], [-0.240, 2.161, 3.732], [-0.658, 0.979, 5.100], [-1.616, 2.447, 4.830], [-2.581, 1.666, 2.747], [-2.849, 0.477, 4.036], [-1.981, 0.744, -0.684], [-2.672, 1.538, 0.743], [-0.281, 2.468, 1.264], [-1.007, 2.930, -0.341], [1.368, 4.848, -2.409], [-0.308, 4.187, -2.125], [0.890, 3.375, -3.289], [3.027, 4.243, 0.601], [1.753, 3.366, 1.484], [1.322, 4.890, 0.602], [3.148, 1.225, -1.986], [3.460, 2.936, -2.508], [4.020, 2.428, -0.904], [0.458, -3.299, 0.598], [-0.162, -3.961, 4.266], [0.372, -4.687, 2.696], [2.627, -3.947, 2.902], [2.143, -4.375, 4.557], [2.438, -2.323, 5.413], [1.676, -1.413, 4.042], [4.490, -2.696, 4.382], [3.988, -2.182, 2.753], [4.549, -0.437, 5.284], [5.355, -0.419, 3.699], [2.593, 0.782, 4.367], [4.046, 1.537, 3.636], [2.159, -0.524, 2.228], [2.323, 1.249, 1.926], [2.876, -4.450, -0.501], [-4.830, 1.007, -0.603], [-4.807, 1.194, -1.937], [-4.131, 0.287, -2.733], [-4.110, 0.477, -4.108], [-4.756, 1.574, -4.668], [-5.427, 2.479, -3.854], [-5.458, 2.285, -2.479], [-3.627, -0.557, -2.277], [-3.591, -0.230, -4.743], [-4.735, 1.722, -5.741], [-5.926, 3.334, -4.290], [-5.983, 2.975, -1.830], [-3.645, -7.918, 1.355], [-2.668, -7.483, 0.538], [-1.948, -8.401, -0.202], [-0.943, -7.954, -1.049], [-0.665, -6.595, -1.137], [-1.396, -5.683, -0.383], [-2.408, -6.128, 0.456], [-2.174, -9.455, -0.113], [-0.377, -8.663, -1.639], [0.122, -6.246, -1.795], [-1.176, -4.625, -0.450], [-2.992, -5.432, 1.044], [0.901, 5.226, 3.370], [1.092, 6.552, 3.496], [0.559, 7.404, 2.548], [0.753, 8.773, 2.681], [1.484, 9.269, 3.753], [2.017, 8.399, 4.696], [1.816, 7.031, 4.571], [0.000, 6.998, 1.715], [0.334, 9.452, 1.949], [1.637, 10.337, 3.854], [2.590, 8.787, 5.529], [2.217, 6.339, 5.300], [-2.842, -9.569, -2.645], [-3.484, -10.716, -2.930], [-3.364, -11.264, -4.194], [-4.024, -12.450, -4.484], [-4.802, -13.068, -3.512], [-4.917, -12.504, -2.248], [-4.250, -11.323, -1.952], [-2.760, -10.763, -4.940], [-3.932, -12.893, -5.468], [-5.319, -13.992, -3.742], [-5.527, -12.983, -1.493], [-4.321, -10.872, -0.969], [-7.049, 5.057, -4.514], [-6.484, 6.215, -4.910], [-5.107, 6.328, -4.913], [-4.526, 7.520, -5.326], [-5.328, 8.584, -5.719], [-6.711, 8.456, -5.706], [-7.295, 7.263, -5.304], [-4.499, 5.490, -4.595], [-3.448, 7.618, -5.340], [-4.873, 9.514, -6.037], [-7.336, 9.287, -6.009], [-8.371, 7.142, -5.295], [7.140, 4.338, 0.803], [7.705, 3.245, 0.258], [8.991, 3.326, -0.243], [9.574, 2.196, -0.801], [8.862, 1.004, -0.860], [7.569, 0.939, -0.357], [6.988, 2.065, 0.211], [9.526, 4.266, -0.196], [10.583, 2.245, -1.190], [9.316, 0.125, -1.300], [7.011, 0.011, -0.406], [5.986, 2.030, 0.615]], "spin_multiplicity": 1, "homo_lumo_gap_ev": 8.29, "total_energy_ha": -3945.81909, "smiles": "CCC1=C(CCO[Si](C)(C)C)C(=O)C=C(CCCCCCCSc2nnco2)C1=O.Fc1ccccc1.Fc1ccccc1.Fc1ccccc1.Fc1ccccc1.Fc1ccccc1.Fc1ccccc1", "e_lumo_ev": -0.8}

(3)
{"formula": "C58H73B3N2O34P", "method": "ωB97M-V/def2-TZVPD", "symbols": ["C", "C", "C", "O", "C", "P", "O", "C", "C", "C", "B", "O", "O", "C", "C", "C", "C", "C", "O", "C", "C", "C", "N", "C", "C", "O", "N", "C", "C", "C", "B", "C", "O", "B", "O", "O", "C", "O", "H", "H", "H", "H", "H", "H", "H", "H", "H", "H", "H", "H", "H", "H", "H", "H", "H", "H", "H", "H", "H", "H", "H", "H", "H", "H", "H", "H", "H", "H", "H", "H", "H", "H", "H", "H", "H", "H", "H", "H", "H", "H", "H", "H", "H", "H", "H", "H", "H", "C", "C", "C", "O", "C", "C", "C", "O", "O", "O", "H", "H", "H", "H", "C", "C", "C", "O", "C", "C", "C", "O", "O", "O", "H", "H", "H", "H", "C", "C", "C", "O", "C", "C", "C", "O", "O", "O", "H", "H", "H", "H", "C", "C", "C", "O", "C", "C", "C", "O", "O", "O", "H", "H", "H", "H", "C", "C", "C", "O", "C", "C", "C", "O", "O", "O", "H", "H", "H", "H", "C", "C", "C", "O", "C", "C", "C", "O", "O", "O", "H", "H", "H", "H"], "positions_angstrom": [[2.391, 1.946, 5.020], [3.191, 0.970, 4.041], [2.904, 1.473, 2.553], [1.492, 1.363, 2.334], [1.230, 0.748, 1.060], [-0.575, 0.750, 0.414], [-0.232, 0.162, -1.218], [0.948, -0.478, -1.563], [2.055, 0.402, -2.343], [1.391, 1.386, -3.416], [-0.448, 2.465, -0.546], [-1.611, 2.843, -1.336], [0.694, 3.319, -0.515], [0.609, 4.407, -1.454], [-1.435, 1.403, 1.991], [-1.217, 0.519, 3.339], [-1.491, 2.966, 2.278], [-0.214, 3.754, 2.715], [-2.249, 0.603, -0.190], [-2.848, -0.708, -0.125], [-3.549, -0.764, -1.558], [-2.809, -0.070, -2.750], [-3.390, 0.889, -3.416], [-4.154, -0.672, 0.819], [-5.226, -1.772, 0.644], [-5.220, -2.800, -0.033], [-6.455, -1.561, 1.450], [-6.204, -1.782, 2.889], [-7.583, -2.359, 0.929], [-1.709, -1.743, 0.301], [-1.933, -2.700, 1.640], [-3.035, -3.864, 1.789], [-1.046, -2.602, 2.783], [-1.305, -2.963, -0.713], [-1.571, -3.038, -2.103], [-0.551, -4.067, -0.151], [0.415, -4.584, -1.088], [-0.596, -0.957, 0.835], [2.961, 2.019, 5.996], [2.288, 2.936, 4.492], [1.367, 1.492, 5.206], [4.312, 1.033, 4.176], [2.816, -0.083, 4.183], [3.173, 2.565, 2.402], [3.497, 0.789, 1.871], [1.961, 1.255, 0.343], [1.493, -0.356, 1.207], [0.644, -1.196, -2.426], [1.423, -1.224, -0.850], [2.803, 0.892, -1.667], [2.650, -0.350, -2.965], [0.269, 1.447, -3.315], [1.657, 1.098, -4.477], [1.804, 2.422, -3.247], [-2.068, 3.544, -0.837], [1.647, 4.861, -1.581], [-0.024, 5.217, -0.982], [0.252, 4.122, -2.480], [-2.558, 1.237, 1.856], [-1.204, 1.256, 4.204], [-0.311, -0.137, 3.287], [-2.100, -0.166, 3.536], [-2.140, 3.553, 1.545], [-2.157, 3.005, 3.216], [0.681, 3.711, 2.037], [0.133, 3.361, 3.725], [-0.471, 4.857, 2.856], [-4.576, -0.273, -1.516], [-3.771, -1.835, -1.881], [-1.785, -0.363, -3.128], [-4.327, 1.058, -3.014], [-3.890, -0.570, 1.925], [-4.648, 0.324, 0.568], [-5.704, -2.761, 3.145], [-5.628, -0.957, 3.395], [-7.228, -1.798, 3.388], [-8.509, -2.005, 1.492], [-7.463, -3.469, 1.079], [-7.745, -2.049, -0.141], [-2.560, -4.722, 2.371], [-3.942, -3.542, 2.387], [-3.421, -4.312, 0.831], [-0.160, -2.899, 2.519], [-1.121, -2.349, -2.617], [1.302, -5.018, -0.524], [0.840, -3.828, -1.803], [-0.061, -5.472, -1.609], [6.110, 2.047, -7.368], [5.079, 1.951, -6.525], [3.879, 1.132, -6.856], [2.970, 1.054, -6.054], [3.848, 0.451, -8.154], [4.877, 0.552, -8.996], [6.089, 1.350, -8.651], [7.018, 1.403, -9.443], [4.868, -0.067, -10.203], [5.079, 2.592, -5.334], [6.986, 2.636, -7.139], [2.964, -0.126, -8.391], [5.721, 0.160, -10.616], [4.227, 2.362, -4.914], [5.285, 6.136, -11.426], [5.739, 5.221, -10.565], [5.412, 5.292, -9.110], [5.829, 4.428, -8.360], [4.598, 6.415, -8.642], [4.148, 7.331, -9.503], [4.451, 7.246, -10.961], [4.007, 8.091, -11.715], [3.397, 8.378, -9.090], [6.513, 4.189, -10.977], [5.512, 6.095, -12.482], [4.383, 6.465, -7.583], [3.199, 8.889, -9.897], [6.710, 3.668, -10.173], [0.097, -9.676, 0.265], [-0.710, -10.724, 0.440], [-2.189, -10.603, 0.290], [-2.889, -11.590, 0.440], [-2.742, -9.288, -0.030], [-1.937, -8.235, -0.202], [-0.455, -8.363, -0.080], [0.246, -7.387, -0.263], [-2.432, -7.013, -0.494], [-0.221, -11.947, 0.761], [1.170, -9.752, 0.369], [-3.817, -9.211, -0.118], [-1.656, -6.423, -0.568], [-1.001, -12.527, 0.829], [2.151, 5.899, 8.922], [1.770, 4.768, 8.324], [2.368, 3.454, 8.695], [1.981, 2.444, 8.140], [3.414, 3.439, 9.722], [3.795, 4.571, 10.316], [3.177, 5.882, 9.964], [3.541, 6.892, 10.543], [4.762, 4.581, 11.266], [0.826, 4.766, 7.356], [1.723, 6.857, 8.664], [3.853, 2.482, 9.970], [4.849, 5.514, 11.535], [0.731, 3.832, 7.086], [-6.885, -12.590, -2.827], [-8.199, -12.548, -2.595], [-8.744, -12.491, -1.208], [-9.949, -12.435, -1.040], [-7.794, -12.509, -0.095], [-6.478, -12.555, -0.325], [-5.932, -12.585, -1.714], [-4.728, -12.608, -1.886], [-5.588, -12.575, 0.691], [-9.096, -12.555, -3.609], [-6.478, -12.630, -3.828], [-8.203, -12.485, 0.906], [-4.704, -12.605, 0.268], [-9.971, -12.517, -3.180], [4.119, 10.910, 6.370], [4.265, 9.686, 6.882], [3.329, 8.578, 6.532], [3.507, 7.471, 7.005], [2.219, 8.876, 5.624], [2.072, 10.102, 5.114], [3.023, 11.202, 5.443], [2.865, 12.301, 4.943], [1.053, 10.399, 4.276], [5.268, 9.396, 7.742], [4.792, 11.721, 6.614], [1.538, 8.069, 5.391], [1.169, 11.340, 4.049], [5.155, 8.453, 7.964]], "spin_multiplicity": 1, "homo_lumo_gap_ev": 4.19, "total_charge": -1, "total_energy_ha": -5337.48836, "e_lumo_ev": -0.6}